Below is 8 unconnected molecules or ions with the total composition C26H73N5O8 in a non-equilibrium geometry, with properties calculated with the ωB97M-V functional and the def2-TZVPD basis.

Calculated values
ΔE to the lowest compared entry with this formula, charge and spin (kJ/mol): 187.1
SMILES: COC[C@H](C)N.COC[C@H](C)N.COC[C@H](C)N.COC[C@H](C)N.COC[C@H](C)N.CCO.CCO.CCO
Electronic energy (Eh): -1909.90699
Orbital gap (hartree): 0.3552
Multiplicity: 1
LUMO level (eV): 0.42

Each line ends with the Löwdin charge.
CARTESIAN COORDINATES (ANGSTROEM)
O -17.8696 0.5968 6.5179  -0.199
O -12.4997 -4.4003 4.8595  -0.215
O -15.8012 2.4270 9.9507  -0.106
O -21.1732 3.1136 10.4153  -0.088
O -13.4856 -5.9552 11.0413  -0.177
O -19.4493 -1.7354 8.7857  -0.204
O -14.6854 5.2069 1.6120  -0.206
O -18.1294 -3.0520 1.7149  -0.065
N -13.1321 -2.4210 9.9437  0.042
N -17.7554 3.3186 0.8360  0.027
N -9.3323 -3.4950 3.3356  0.021
N -17.3654 0.0656 9.5283  0.044
N -15.3958 -0.5564 7.1738  0.070
C -13.4052 1.8596 10.0422  -0.080
C -16.9105 -0.9508 1.8976  -0.081
C -10.5230 -2.1123 4.8953  -0.084
C -16.6662 -1.4436 11.3803  -0.037
C -13.2981 -4.2871 8.4193  -0.050
C -13.8304 -4.7904 4.6473  -0.103
C -20.2930 2.5628 9.4146  -0.291
C -16.6823 3.7350 1.7287  -0.436
C -15.9486 2.5271 2.2904  -0.058
C -15.7815 4.6683 0.9130  -0.208
C -12.9978 -4.6216 11.0348  -0.213
C -18.8457 -1.7726 10.0752  -0.193
C -19.1451 -2.8614 7.9761  -0.089
C -11.6834 -4.0012 3.7665  -0.208
C -13.5909 -3.8230 9.8737  -0.430
C -14.5704 2.5266 9.2713  -0.330
C -19.1903 0.8792 6.1456  -0.101
C -15.6429 -0.0401 5.8302  -0.425
C -14.7688 -0.7255 4.8086  -0.037
C -10.3684 -3.5827 4.4237  -0.380
C -20.1148 3.6659 8.3625  -0.086
C -14.8542 6.3044 2.4853  -0.096
C -17.3948 -1.3302 10.0400  -0.403
C -17.1398 -0.0826 5.5216  -0.195
C -12.6561 -6.7620 11.8492  -0.125
C -17.5910 -2.1174 2.6233  -0.328
H -10.7325 -1.4143 4.0903  0.073
H -9.6092 -1.8392 5.4364  0.073
H -14.4859 -3.9152 4.7378  0.064
H -15.7400 6.1036 3.0947  0.081
H -17.4904 -1.1170 5.4076  0.120
H -12.5081 1.7651 9.4275  0.069
H -14.4968 -0.2881 7.5526  0.072
H -12.1004 -3.1858 3.1690  0.124
H -13.9669 6.3518 3.1112  0.087
H -18.2850 -1.8775 3.4271  0.097
H -19.4062 3.3839 7.5786  0.056
H -16.0451 -2.3375 11.3810  0.062
H -13.1111 -7.7524 11.8592  0.087
H -19.3507 2.2962 9.8873  0.097
H -14.8911 -0.1502 3.8882  0.066
H -18.4068 2.6703 1.2732  0.070
H -17.8111 0.0252 8.6092  0.055
H -16.7751 -1.9165 9.3562  0.113
H -16.5766 -0.1076 2.5003  0.008
H -17.3845 -3.4650 1.2686  0.086
H -19.6049 0.0579 5.5511  0.092
H -12.6380 -6.3863 12.8784  0.087
H -15.3864 4.2647 -0.0183  0.131
H -16.1867 -0.5063 11.6514  0.079
H -18.0492 -2.9284 7.9439  0.079
H -21.8848 2.4820 10.5401  0.073
H -13.7022 0.8441 10.3093  0.051
H -9.5317 -2.6408 2.8295  0.055
H -11.9069 -4.6438 10.9827  0.129
H -19.5356 -2.7237 6.9742  0.086
H -21.0143 3.8645 7.7767  0.076
H -12.9526 -2.1066 10.8935  0.064
H -18.9457 -2.7804 10.4949  0.129
H -19.2754 1.7959 5.5498  0.092
H -19.4270 -1.0613 10.6627  0.131
H -15.0324 2.9067 2.7528  0.083
H -15.5984 1.6947 1.6805  0.076
H -14.1583 -3.8371 7.9153  0.064
H -17.3524 0.4352 4.5787  0.108
H -12.3643 -3.9760 7.9657  0.070
H -15.4379 1.0433 5.8746  0.137
H -17.3952 -1.6322 12.1794  0.077
H -20.8635 1.7942 8.8887  0.101
H -17.0912 4.2782 2.5884  0.129
H -13.3659 -4.0641 11.9053  0.123
H -18.4079 4.0665 0.6084  0.073
H -14.9578 7.2550 1.9551  0.085
H -17.6517 -0.5540 1.2021  0.082
H -18.0655 0.5862 10.0578  0.075
H -14.1448 -5.5041 5.4056  0.085
H -16.5854 2.0905 3.0649  0.057
H -15.1960 -1.7304 4.7191  0.059
H -15.9604 -1.2555 1.4545  0.084
H -11.6160 -6.8747 11.5287  0.087
H -14.7126 2.0233 8.3055  0.086
H -14.2607 3.5545 9.0754  0.106
H -11.2171 -1.9651 5.7342  0.069
H -13.9343 -5.1726 3.6261  0.087
H -14.6782 -3.9323 9.9579  0.119
H -13.4904 -5.3610 8.3611  0.074
H -13.7070 -0.8941 4.9767  0.075
H -10.1404 -4.2521 5.2457  0.140
H -19.8239 4.5780 8.8810  0.077
H -16.7772 -2.6002 3.1888  0.092
H -16.1165 1.5210 9.7586  0.019
H -19.4508 -3.8006 8.4477  0.088
H -16.0994 -0.1559 7.7874  0.021
H -8.4642 -3.2688 3.8145  0.064
H -16.3928 5.5168 0.5658  0.122
H -13.1945 2.5075 10.8912  0.070
H -19.8783 1.0318 6.9751  0.070
H -13.9350 -1.8854 9.6240  0.047
H -11.5280 -4.8899 3.1473  0.123